{
  "formula": "C20H62F2NO30P6S2Sr",
  "method": "wB97M-V/def2-TZVPD",
  "elements": ["Sr", "N", "S", "O", "O", "F", "S", "O", "O", "F", "C", "O", "H", "H", "H", "H", "C", "O", "H", "H", "H", "H", "C", "O", "P", "O", "O", "C", "O", "C", "H", "H", "H", "H", "H", "H", "H", "H", "H", "C", "O", "P", "O", "O", "C", "O", "C", "H", "H", "H", "H", "H", "H", "H", "H", "H", "C", "O", "P", "O", "O", "C", "O", "C", "H", "H", "H", "H", "H", "H", "H", "H", "H", "C", "O", "P", "O", "O", "C", "O", "C", "H", "H", "H", "H", "H", "H", "H", "H", "H", "C", "O", "P", "O", "O", "C", "O", "C", "H", "H", "H", "H", "H", "H", "H", "H", "H", "C", "O", "P", "O", "O", "C", "O", "C", "H", "H", "H", "H", "H", "H", "H", "H", "H"],
  "coordinates": [[1.472280, -4.262070, 0.337869], [2.524478, 0.248764, -0.373644], [3.587476, 1.245351, 0.041138], [3.210128, 2.410153, 0.806065], [4.745505, 1.411864, -0.857689], [4.209768, 0.334392, 1.241339], [1.797435, 1.471095, -1.364985], [2.524492, 2.328137, -2.267677], [0.643663, 2.104216, -0.673533], [1.178620, 0.377618, -2.359193], [3.270064, -6.423511, 5.205601], [3.599430, -5.406867, 4.335206], [3.555996, -7.405340, 4.828293], [3.580589, -6.341882, 6.247240], [2.185957, -6.523907, 5.153449], [4.352268, -4.948431, 4.715554], [3.108092, 8.637078, -3.927764], [2.619066, 8.773832, -2.586881], [4.128264, 8.261773, -4.008244], [2.477079, 7.982043, -4.528474], [3.201151, 9.624014, -4.380981], [2.594300, 9.720320, -2.428287], [-5.990474, -4.468019, 0.558361], [-5.979671, -3.666487, -0.574781], [-4.818057, -3.834139, -1.693340], [-3.402827, -3.600567, -1.267946], [-5.091070, -5.299245, -2.363558], [-4.122348, -5.872031, -3.180402], [-5.293609, -2.838396, -2.877811], [-5.128270, -1.435129, -2.716934], [-5.002938, -4.417796, 1.017004], [-6.137442, -5.497068, 0.230402], [-6.761564, -4.143217, 1.256945], [-4.534402, -6.057302, -4.172366], [-3.757381, -6.800478, -2.741202], [-3.240842, -5.235253, -3.254976], [-4.759512, -1.066273, -1.759810], [-6.121948, -1.016378, -2.876163], [-4.468471, -1.067506, -3.502822], [-4.371343, 6.110599, -3.597732], [-5.409070, 7.076565, -3.475665], [-6.959612, 6.552993, -3.529071], [-8.030984, 7.533907, -3.306678], [-7.137055, 5.713867, -4.880033], [-8.422199, 5.351423, -5.339961], [-6.959208, 5.392993, -2.403752], [-6.717567, 5.808028, -1.079522], [-4.628235, 5.085786, -3.329651], [-3.577126, 6.391253, -2.905945], [-3.960098, 5.996564, -4.600710], [-8.352192, 4.304908, -5.636618], [-8.702791, 5.903336, -6.237045], [-9.188025, 5.633773, -4.617535], [-6.714220, 6.889632, -0.944555], [-5.685441, 5.506093, -0.901598], [-7.426998, 5.360203, -0.383629], [4.133724, -2.530458, -6.448736], [2.934405, -2.916881, -7.079867], [2.244920, -4.290972, -6.655067], [2.054848, -4.420462, -5.204552], [0.956123, -4.449903, -7.636672], [-0.124567, -3.515330, -7.633606], [3.286797, -5.359622, -7.305335], [3.159658, -6.755615, -7.222356], [4.037057, -2.845571, -5.409759], [4.160705, -1.443855, -6.366995], [5.059464, -2.832703, -6.938374], [0.035433, -2.780472, -8.422583], [-0.091179, -3.060326, -6.643680], [-1.117825, -3.953072, -7.733267], [3.096912, -7.158436, -8.233242], [2.337093, -7.019003, -6.557433], [4.042982, -7.191655, -6.755758], [-0.211975, 0.712216, 6.283554], [-0.964101, -0.237220, 6.975081], [-1.925469, -1.276618, 6.157398], [-1.399170, -1.753631, 4.865965], [-2.318141, -2.390298, 7.233716], [-2.890810, -2.203711, 8.480454], [-3.271733, -0.385465, 6.024171], [-3.522808, 0.155691, 4.758045], [-0.675779, 0.964962, 5.330081], [0.832564, 0.424088, 6.165101], [-0.225545, 1.659790, 6.822068], [-3.433240, -1.258533, 8.457894], [-2.158428, -2.113424, 9.282668], [-3.541676, -3.064659, 8.632914], [-3.991881, -0.474005, 4.002025], [-2.616272, 0.565718, 4.312869], [-4.095950, 1.054529, 4.985395], [9.555389, -3.601094, -1.540058], [9.451995, -4.984138, -1.145503], [8.112899, -5.833863, -1.534609], [6.789693, -5.314042, -1.135357], [8.419876, -7.349389, -0.992060], [8.159214, -7.712079, 0.358502], [8.222999, -5.878354, -3.123560], [9.278124, -6.485900, -3.901754], [9.308001, -2.920436, -0.725434], [8.967305, -3.380688, -2.430944], [10.602571, -3.531999, -1.834595], [7.727143, -6.852188, 0.870367], [9.116032, -7.980262, 0.806466], [7.428048, -8.519569, 0.396732], [8.802707, -7.030591, -4.717467], [9.916512, -7.053667, -3.224854], [9.925501, -5.740168, -4.363138], [-2.785386, 5.633539, 8.261225], [-2.337580, 6.205692, 7.074406], [-1.875013, 7.716680, 7.046442], [-2.825228, 8.682459, 7.726886], [-0.452553, 7.626913, 7.838130], [0.110716, 8.886048, 8.267634], [-1.491167, 8.000622, 5.519161], [-0.642746, 7.085886, 4.867850], [-2.934359, 6.416188, 9.005103], [-2.061582, 4.980346, 8.748605], [-3.685837, 5.024585, 8.180785], [0.215781, 8.903885, 9.352406], [-0.396147, 9.809931, 7.989008], [1.124991, 8.973173, 7.878083], [-1.153286, 6.218845, 4.448697], [0.156942, 6.664987, 5.477313], [-0.260805, 7.568274, 3.968108]],
  "forces_ev_per_angstrom": [[0.22, 0.80, -0.12], [-2.65, 1.27, -2.75], [8.58, 2.10, 3.61], [-0.58, -0.63, -1.08], [-2.37, -0.65, 1.44], [-0.09, -0.45, -0.24], [-5.51, 1.10, -0.83], [0.00, -1.34, 1.28], [2.68, -2.08, -1.46], [-0.25, -0.01, 0.14], [-1.69, -2.11, 0.25], [0.85, 1.37, -0.59], [0.75, -0.08, 0.01], [0.10, 0.39, -0.16], [-0.27, 0.25, 0.57], [0.13, 0.23, -0.30], [0.32, 0.46, -0.08], [0.31, -0.11, -0.60], [0.08, -0.40, 0.58], [-0.20, 0.15, 0.15], [-0.44, 0.02, -0.31], [-0.07, -0.12, 0.27], [0.76, -1.22, 0.76], [0.96, 0.96, -2.67], [-0.22, 0.23, -1.03], [-1.35, -0.52, 0.06], [-0.89, 2.12, 1.87], [1.33, -0.42, -0.67], [0.57, -1.66, 1.71], [-0.51, 1.06, -0.57], [-0.05, 0.01, 0.45], [-0.32, -0.16, 0.36], [0.06, 0.03, -0.27], [0.01, 0.00, 0.09], [-0.30, -0.19, -0.01], [-0.02, 0.16, -0.23], [0.09, -0.56, 0.15], [0.11, 0.19, 0.03], [0.02, -0.10, 0.06], [1.01, -0.75, 0.25], [-1.98, -0.64, -0.70], [-0.14, -0.39, 0.38], [1.04, 0.06, -0.15], [1.51, 0.74, 0.87], [-0.69, 0.17, -0.55], [-0.59, 0.22, -1.41], [1.04, 0.28, 0.56], [-0.67, 0.10, 0.27], [0.01, 0.24, -0.18], [-0.20, 0.66, -0.17], [-0.42, -0.04, 0.46], [0.42, 0.22, -0.11], [0.00, -0.63, 0.17], [-0.39, 0.09, -0.17], [-0.06, -0.22, 0.69], [0.11, -0.11, -0.20], [0.21, 1.01, 1.47], [-1.09, -0.88, -0.98], [0.80, -0.62, -1.93], [-0.52, -0.21, 0.04], [1.38, -0.45, 0.66], [0.28, 0.78, 0.96], [-0.81, 1.90, 0.47], [0.04, -0.66, 0.49], [0.69, -0.32, 0.04], [-0.20, 0.06, -0.41], [-0.36, -0.51, -0.10], [-0.01, -0.01, 0.13], [-0.37, 0.57, -0.14], [0.40, -0.60, -0.23], [-0.42, -0.06, 0.16], [-0.29, -0.25, -0.40], [0.23, 0.24, -0.04], [0.29, 1.48, -0.70], [-1.13, -2.30, 0.20], [-0.14, 1.11, 1.13], [-0.15, -0.16, 0.77], [1.81, 0.35, -2.73], [-0.85, 0.86, 1.06], [0.90, -1.86, 0.52], [0.03, 2.11, -0.78], [0.31, -0.24, -0.26], [-0.15, -0.25, -0.14], [-0.02, -0.16, 0.38], [-0.46, -0.19, 0.30], [0.21, -0.27, -0.16], [-0.06, 0.27, 0.28], [-0.17, -0.32, 0.50], [0.18, -0.27, -0.12], [-0.53, -0.22, -0.40], [0.59, -0.28, -0.50], [-1.73, -1.16, 0.41], [0.82, -0.27, -0.32], [0.72, -0.08, 0.19], [0.05, 1.80, -1.56], [-0.05, 0.63, 0.29], [-0.32, -0.36, 0.34], [0.21, 0.33, 0.47], [0.00, -0.22, -0.04], [-0.24, -0.06, 0.14], [-0.04, 0.49, 0.21], [0.06, -0.08, 0.28], [-0.24, -0.15, 0.13], [0.25, -0.12, -0.14], [0.14, -0.34, 0.39], [-0.16, -0.51, -0.39], [-0.25, 0.38, 0.16], [-0.15, -0.20, 2.29], [0.41, -0.11, -1.52], [-0.87, 2.13, 2.21], [1.96, -1.85, -1.99], [-0.94, 0.70, -0.62], [0.99, 0.24, 0.42], [-0.83, -0.14, 1.41], [0.62, -0.97, -1.50], [-0.47, 0.05, -0.01], [0.53, -0.08, -0.53], [-0.13, 0.40, -0.64], [-0.29, -0.28, 0.01], [-0.58, -0.46, -0.28], [-0.01, -0.26, -0.21], [-0.64, -0.01, 0.37], [0.08, 0.52, 0.22], [0.32, 0.31, 0.36]],
  "homo_lumo_gap_ev": 3.07,
  "e_lumo_ev": -7.62,
  "homo_ev": -10.692,
  "total_charge": 1,
  "molar_mass_da": 1172.3
}